[1]
Entry from the OMol25 dataset: a 7-piece molecular cluster, H14O6S2 overall in a non-equilibrium geometry (the ωB97M-V functional and the def2-TZVPD basis).

Values from the calculation:
energy above the lowest of the compared OMol25 structures with the same formula, charge and spin	0.803	eV
E	-34182.8195	eV
SMILES	SS.O.O.O.O.O.O
HOMO	-0.336	Ha
LUMO	0.36	eV

Positions of all 22 atoms, in Å:
S: 0.665976 -0.841347 -2.730622
S: 1.895749 -1.600123 -1.259291
H: -0.537034 -1.243011 -2.296274
H: 1.444523 -0.769270 -0.295037
H: 0.416547 2.675075 3.733361
H: -0.744265 1.735650 3.544584
O: -0.059327 2.173311 3.066188
H: -1.304156 3.605406 1.202972
H: -2.708335 3.574371 0.614876
O: -1.936770 3.022759 0.776254
H: -0.545820 -1.999428 0.094795
H: -0.473344 -3.541382 0.247800
O: -0.931245 -2.755301 0.548774
H: -1.242167 1.377475 -0.018950
H: -1.785786 -0.016352 0.258534
O: -1.101444 0.446053 -0.234795
H: -1.464055 -1.536853 2.302045
H: -0.756264 -1.711893 3.648755
O: -1.127969 -1.051099 3.062245
H: 0.636623 2.514445 0.142522
H: 0.920227 1.891941 -1.257481
O: 1.199122 2.565753 -0.632126

Atomic forces in eV per Å
0.184 0.183 -0.363
-0.501 0.113 0.206
0.045 -0.137 0.098
0.318 -0.002 0.002
0.111 0.018 -0.003
-0.832 -0.751 0.364
0.788 0.783 -0.516
0.172 -0.053 0.250
-0.006 -0.073 -0.130
-0.157 0.063 -0.079
0.312 -0.126 -0.131
0.200 0.053 -0.158
-0.545 0.209 0.295
-0.207 0.099 0.122
-0.048 0.134 0.074
0.055 -0.377 -0.118
0.199 -0.297 0.006
0.034 -0.158 -0.045
-0.201 0.423 0.102
-0.087 -0.340 0.008
-0.248 -0.187 0.140
0.416 0.423 -0.123


[2]
Entry from the OMol25 dataset: a 7-piece molecular cluster, H14O7 overall in a non-equilibrium geometry (the ωB97M-V functional and the def2-TZVPD basis).

Values from the calculation:
energy above the lowest of the compared OMol25 structures with the same formula, charge and spin	0.823	eV
net charge	-1
E	-14559.1703	eV
spin multiplicity	2
HOMO (spin up / spin down)	0.016 / -0.272	Ha
LUMO (spin up / spin down)	3.02 / 2.93	eV

Positions of all 21 atoms, in Å:
O: -1.768945 0.591534 1.750580
H: -1.714075 1.547154 1.747590
H: -1.671945 0.348454 2.671310
O: -1.368865 -1.902436 0.359010
H: -1.041795 -1.823676 1.255150
H: -1.488575 -0.998776 0.066950
O: 1.163775 1.817474 2.616420
H: 2.011535 2.010084 3.016960
H: 1.381265 1.439524 1.764320
O: -0.580315 0.899404 -2.943260
H: -1.339755 0.964974 -3.522210
H: -0.045395 1.662524 -3.161730
O: 0.571385 0.397424 -0.279030
H: 0.313725 0.465024 -1.198410
H: 0.003025 1.018974 0.175810
O: -0.341375 -1.893696 -2.536850
H: 0.092485 -2.326946 -3.271900
H: 0.110545 -1.054126 -2.452440
O: 2.290745 -1.009336 1.277850
H: 1.622445 -0.899296 0.601470
H: 1.800115 -1.254266 2.062400

Atomic forces in eV per Å
-0.189 -0.137 -0.233
0.037 0.441 -0.012
0.133 -0.041 0.308
-0.189 -0.827 0.037
0.035 0.209 0.083
0.084 0.297 -0.064
-0.396 0.213 0.407
0.225 0.029 0.046
0.198 -0.365 -0.460
0.515 -0.672 0.803
-0.713 -0.003 -0.397
0.436 0.821 -0.228
0.558 -0.224 0.383
-0.320 0.325 -0.648
-0.435 0.202 0.103
-0.134 -0.691 0.124
0.098 -0.044 -0.213
-0.079 0.439 -0.212
0.744 -0.276 0.546
-0.507 0.353 -0.534
-0.102 -0.049 0.160


[3]
Entry from the OMol25 dataset: a 7-piece molecular cluster, H14O7 overall in a non-equilibrium geometry (the ωB97M-V functional and the def2-TZVPD basis).

Values from the calculation:
energy above the lowest of the compared OMol25 structures with the same formula, charge and spin	5.123	eV
E	-14556.3387	eV
SMILES	O.O.O.O.O.O.O
HOMO	-0.285	Ha
LUMO	-0.03	eV

Positions of all 21 atoms, in Å:
H: 0.525236 -0.060670 0.075811
H: 0.382846 -1.415602 -0.597931
H: 2.161759 -0.689600 -4.470261
H: 2.335282 -1.791801 -3.438231
H: 0.543108 -3.437168 1.917195
H: 0.873557 -4.911710 1.754192
H: -1.879351 1.048335 2.441487
H: -2.016182 0.618656 3.892934
H: -1.460748 -0.727432 1.288961
H: -0.714540 -1.955429 1.784176
H: 0.619590 3.268691 0.805499
H: -0.798942 2.814128 0.503540
H: -0.884723 3.443858 -1.802829
H: 0.018926 4.156979 -2.795260
O: -0.134990 -0.705466 -0.202275
O: 2.825007 -1.109321 -3.910863
O: 0.771154 -4.095776 1.251447
O: -1.389696 0.633510 3.160618
O: -1.155453 -1.596683 1.005788
O: 0.033644 3.041784 0.074631
O: -0.655484 3.470717 -2.738628

Atomic forces in eV per Å
0.358 0.341 -0.521
-0.111 0.045 -0.002
0.075 0.022 0.061
0.078 0.062 -0.028
0.089 -0.155 -0.115
0.002 0.038 -0.094
-0.027 0.041 0.128
0.055 -0.055 -0.015
0.155 -0.520 0.088
-0.542 0.018 0.319
0.021 0.043 -0.091
0.073 -0.018 -0.016
0.289 -0.045 -0.088
-0.075 -0.129 0.034
4.937 4.353 -5.609
-0.156 -0.078 -0.022
0.045 -0.003 0.189
-0.085 0.155 -0.097
-4.916 -4.263 5.723
-0.136 -0.047 0.306
-0.131 0.197 -0.149


[4]
Entry from the OMol25 dataset: a 7-piece molecular cluster, H14O7 overall in a non-equilibrium geometry (the ωB97M-V functional and the def2-TZVPD basis).

Values from the calculation:
energy above the lowest of the compared OMol25 structures with the same formula, charge and spin	1.320	eV
E	-14560.1414	eV
SMILES	O.O.O.O.O.O.O
HOMO	-0.402	Ha
LUMO	0.34	eV

Positions of all 21 atoms, in Å:
H: -0.702852 1.804766 0.703699
H: -1.737844 0.673954 0.909343
H: 1.113903 -1.434742 0.488317
H: 1.365150 -2.815843 -0.354458
H: 2.077952 0.581373 0.568969
H: 2.296037 -0.323510 -0.659500
H: 0.047371 3.105668 -1.353063
H: 0.977416 1.874544 -1.182386
H: -0.209023 -1.390229 -1.634033
H: -0.719599 0.096600 -1.920903
H: 0.117470 0.126806 1.526911
H: 1.070772 -0.698261 2.631026
H: -3.144123 -1.325528 0.803450
H: -2.194243 -0.704369 -0.433694
O: -0.987006 1.212032 1.380846
O: 1.275632 -1.804686 -0.412671
O: 2.446184 0.628791 -0.339784
O: 0.014431 2.177111 -0.952898
O: -1.076658 -0.783480 -1.598520
O: 0.988864 -0.479342 1.644681
O: -3.019836 -0.521665 0.184666

Atomic forces in eV per Å
0.654 0.917 -1.092
1.164 1.064 1.233
-0.103 -0.262 0.285
-0.123 2.473 0.039
0.362 0.004 -0.600
0.371 1.807 0.583
-0.454 -1.781 0.881
-2.009 0.113 1.129
-2.545 1.837 0.686
-0.741 -1.258 0.685
1.288 -0.567 0.457
-0.268 0.556 -2.235
0.509 1.964 -1.701
-1.836 -0.095 1.127
-2.117 -2.409 0.019
0.242 -3.171 -1.111
-0.430 -1.265 -0.467
2.638 1.594 -2.056
3.356 -0.328 -1.238
-1.384 0.623 2.764
1.425 -1.815 0.613


[5]
Entry from the OMol25 dataset: a 7-piece molecular cluster, H14O7 overall in a non-equilibrium geometry (the ωB97M-V functional and the def2-TZVPD basis).

Values from the calculation:
energy above the lowest of the compared OMol25 structures with the same formula, charge and spin	1.075	eV
E	-14560.3859	eV
SMILES	O.O.O.O.O.O.O
HOMO	-0.404	Ha
LUMO	0.25	eV

Positions of all 21 atoms, in Å:
H: 2.952177 -1.485762 1.887278
H: 1.441033 -1.266758 1.574541
H: -1.830638 -1.886964 -1.464669
H: -1.850917 -0.345000 -1.367895
H: 1.350732 -1.096737 -1.625084
H: 0.402347 -0.155971 -2.032282
H: 2.189424 0.557548 0.627006
H: 1.740686 1.030364 -0.729138
H: -0.644632 -0.490240 1.223554
H: -0.617773 -1.562241 0.162157
H: -2.036072 1.716597 -0.665260
H: -2.905046 1.058083 0.277692
H: -0.879893 2.029764 1.606509
H: 0.195784 1.506460 0.647024
O: 2.248676 -0.859479 1.926815
O: -1.230887 -1.149485 -1.336782
O: 1.314305 -0.189190 -1.989104
O: 1.944790 1.373713 0.125878
O: -0.204704 -1.341193 1.071024
O: -2.785609 1.090751 -0.686475
O: -0.793782 1.465742 0.767210

Atomic forces in eV per Å
0.647 -0.707 -0.038
-0.343 -0.180 -0.034
-0.110 -0.258 -0.288
0.763 -0.946 0.578
0.690 0.553 -0.147
-3.289 0.618 -0.511
-0.029 0.647 0.000
-0.110 -0.522 -1.399
0.301 0.107 0.177
1.021 0.548 1.730
-0.208 -0.289 -0.333
-0.274 -0.473 -0.453
-0.002 -1.141 -1.737
-0.093 -0.181 -0.342
-0.148 0.977 0.062
-1.273 1.024 -0.648
2.644 -1.330 0.286
0.086 0.045 1.886
-1.156 -0.659 -1.451
-0.108 0.499 0.085
0.991 1.666 2.580


[6]
Entry from the OMol25 dataset: a 7-piece molecular cluster, H14O7 overall in a non-equilibrium geometry (the ωB97M-V functional and the def2-TZVPD basis).

Values from the calculation:
energy above the lowest of the compared OMol25 structures with the same formula, charge and spin	4.291	eV
E	-14557.1702	eV
SMILES	O.O.O.O.O.O.O
HOMO	-0.382	Ha
LUMO	-0.31	eV

Positions of all 21 atoms, in Å:
O: 15.654572 -62.422737 20.399372
H: 15.971313 -62.020242 19.641280
H: 15.992377 -63.345057 20.650051
O: 19.704168 -63.408779 15.587994
H: 19.265074 -62.785810 16.157878
H: 20.117173 -64.268524 15.978441
O: 19.237316 -61.810341 17.808935
H: 19.510141 -62.128306 18.495997
H: 19.625578 -60.989856 17.520654
O: 15.882771 -63.674297 16.165533
H: 16.018425 -62.983004 16.860825
H: 14.918420 -63.482399 15.988327
O: 18.597165 -58.827211 20.043819
H: 18.133546 -58.940804 19.280616
H: 19.232759 -57.989157 20.178289
O: 15.716643 -58.847118 17.560009
H: 15.183990 -58.397750 18.232942
H: 16.644824 -58.733345 17.515415
O: 16.640715 -61.471911 18.254709
H: 16.557234 -60.608797 17.862878
H: 17.619694 -61.685958 18.303166

Atomic forces in eV per Å
-1.343 -3.340 4.658
1.506 0.553 -2.669
-0.516 2.464 -1.314
1.722 -2.611 -1.014
0.050 -0.685 1.119
-1.665 2.975 -0.374
-5.542 5.158 -12.275
5.591 -5.160 12.190
0.563 0.160 0.470
-1.810 1.425 0.648
0.354 -0.685 -0.512
1.467 -0.655 -0.039
4.275 2.371 4.842
-1.543 0.495 -3.401
-2.709 -2.904 -1.397
-1.985 -0.981 -0.731
1.181 0.060 -0.032
0.943 1.243 0.597
1.389 -0.882 -0.088
-0.452 0.487 -0.224
-1.477 0.514 -0.455


[7]
Entry from the OMol25 dataset: a 7-piece molecular cluster, H14O7 overall (the ωB97M-V functional and the def2-TZVPD basis).

Values from the calculation:
energy above the lowest of the compared OMol25 structures with the same formula, charge and spin	0.869	eV
E	-14560.5928	eV
SMILES	O.O.O.O.O.O.O
HOMO	-0.398	Ha
LUMO	0.44	eV

Positions of all 21 atoms, in Å:
O: 1.700381 1.721691 0.124366
O: 0.019083 0.144853 -3.634745
O: -0.946209 1.367404 -1.134524
O: 0.718361 0.375218 2.474000
H: 1.608974 1.413105 1.042066
H: 2.193428 2.543419 0.193805
H: -0.596307 -0.315840 -4.215014
H: -0.363788 0.998136 -3.376827
H: -1.401228 0.525554 -1.002542
H: -0.231583 1.253823 -0.488216
H: 0.596797 -0.559683 2.271577
H: -0.188839 0.682608 2.375470
O: -0.464688 -1.577989 0.523208
O: -2.052522 -0.981306 3.333085
O: 1.543205 -0.684076 -1.507282
H: -3.011444 -0.914101 3.299429
H: -1.883277 -1.815845 2.871601
H: -0.391398 -2.530049 0.510673
H: 0.244468 -1.245005 -0.049386
H: 1.795693 0.202818 -1.236345
H: 1.110892 -0.604736 -2.374398

Atomic forces in eV per Å
0.096 0.066 0.203
0.034 0.027 -0.374
-0.081 -0.492 0.471
-0.005 0.123 -0.181
-0.121 -0.323 0.075
-0.012 0.074 -0.165
-0.020 0.295 0.084
-0.081 -0.418 0.128
-0.264 0.057 -0.285
0.286 0.610 -0.295
0.158 -0.162 -0.112
-0.174 0.164 0.223
-0.191 0.380 0.373
-0.086 -0.375 -0.168
-0.050 -0.654 0.251
-0.052 0.162 0.081
0.143 0.324 0.051
0.135 -0.313 -0.196
0.280 -0.116 -0.430
0.047 0.285 0.036
-0.042 0.287 0.229


[8]
Entry from the OMol25 dataset: a 7-piece molecular cluster, H14O7 overall in a non-equilibrium geometry (the ωB97M-V functional and the def2-TZVPD basis).

Values from the calculation:
energy above the lowest of the compared OMol25 structures with the same formula, charge and spin	1.915	eV
E	-14559.5469	eV
SMILES	O.O.O.O.O.O.O
HOMO	-0.381	Ha
LUMO	-0.07	eV

Positions of all 21 atoms, in Å:
O: 1.102619 -1.963048 1.296143
H: 1.961619 -1.823048 0.997143
H: 1.229619 -2.304048 2.176143
O: 1.761619 2.178952 -0.109857
H: 2.652619 2.069952 0.197143
H: 1.309619 1.810952 0.633143
O: -0.256381 0.415952 1.084143
H: 0.334619 -0.368048 1.111143
H: -0.350381 0.621952 0.207143
O: -0.624381 -2.481048 -0.838857
H: -0.134381 -1.788048 -1.313857
H: -0.019381 -2.532048 -0.029857
O: -2.321381 -0.896048 2.517143
H: -1.816381 -0.113048 2.340143
H: -2.742381 -0.991048 1.649143
O: 0.530619 0.163952 -2.195857
H: 0.444619 1.096952 -2.002857
H: 1.483619 0.150952 -2.478857
O: -1.454381 1.898952 -1.741857
H: -0.788381 2.597952 -1.619857
H: -2.303381 2.252952 -1.876857

Atomic forces in eV per Å
-1.642 -0.221 0.670
2.453 0.354 -1.119
-0.331 -0.278 0.687
0.225 0.378 -0.676
1.034 0.220 -0.244
-1.357 -0.524 0.873
1.142 -0.650 3.499
-0.719 0.328 0.064
-0.696 0.672 -3.660
1.815 0.290 1.379
-0.585 -0.029 -0.333
-1.560 -0.247 -1.351
-0.836 -0.490 -0.318
0.847 0.726 0.051
-0.008 -0.418 0.302
2.084 -0.334 -0.570
-0.436 0.139 0.143
-1.282 -0.363 0.355
2.225 -0.703 0.508
-0.968 0.086 -0.058
-1.407 1.064 -0.201


- The highest E belongs to which entry?
  number 3